Record 1
98
Properties=species:S:1:pos:R:3:mulliken_charge:R:1 method="wB97M-V/def2-TZVPD" multiplicity=3 relative_energy_kcal_mol=39.3 total_charge=+1 homo_ev="-10.41 / -10.60"
Pt -0.18954 0.39708 0.23632 1.785
C -1.70447 -2.77138 1.74245 -1.100
As -0.10033 -1.72534 1.35474 1.183
C 0.92177 -3.19040 0.54838 -1.131
C 0.61418 -1.60569 3.20707 -2.042
C 1.77452 -0.62149 3.47393 3.394
C 2.66744 -0.53071 2.24420 -1.093
C 1.21159 0.75301 3.86034 -1.903
As 0.11808 1.76767 2.52357 1.008
C -1.27744 2.42396 3.77583 -1.518
C 1.14639 3.43399 2.46062 -1.492
C 2.59158 -1.17552 4.65103 -2.218
As 4.30690 -0.38210 5.38120 0.316
C 4.50281 1.46826 4.68721 -1.056
C 5.58108 -1.19961 4.10924 -1.064
H -1.41539 -3.71254 2.21896 0.507
H -2.20583 -2.97512 0.79648 0.346
H -2.39104 -2.22790 2.38681 0.109
H 1.03913 -4.00324 1.27051 0.433
H 1.89337 -2.86199 0.18998 0.144
H 0.33963 -3.55769 -0.29947 0.463
H 0.92765 -2.62576 3.45703 0.721
H -0.23039 -1.36194 3.86570 0.351
H 2.11348 -0.12884 1.39119 -0.806
H 3.04607 -1.52085 1.98980 0.480
H 3.51519 0.11692 2.44531 0.187
H 2.03598 1.41714 4.12065 0.158
H 0.59169 0.63546 4.75575 0.640
H -0.79431 2.87487 4.64304 0.534
H -1.91212 1.60464 4.10322 0.384
H -1.90497 3.17568 3.29694 0.407
H 1.37376 3.77617 3.47227 0.576
H 0.56561 4.20427 1.95520 0.171
H 2.06382 3.27556 1.90078 0.358
H 2.90229 -2.19464 4.40042 0.591
H 1.92618 -1.27221 5.51461 0.495
H 3.86506 2.16035 5.23374 0.308
H 4.33086 1.57816 3.61924 0.245
H 5.53738 1.74768 4.88718 0.423
H 5.44880 -2.27927 4.07865 0.339
H 6.59407 -1.00005 4.45662 0.406
H 5.48746 -0.80363 3.10137 0.264
N -1.58892 7.61958 0.85581 -0.498
C -1.20633 6.48836 0.19944 1.052
C 0.15339 6.17367 0.05806 -0.655
C 0.54163 4.98912 -0.52958 -0.783
C -0.41786 4.10735 -0.99573 -0.208
C -1.76457 4.40448 -0.88304 -0.457
C -2.15997 5.58282 -0.28445 -0.875
S 0.12438 2.54798 -1.63410 1.141
O 0.75610 2.67734 -2.90697 -0.702
O -1.04697 1.65990 -1.58304 -0.757
N 1.12180 2.01288 -0.46658 -0.252
C 2.33078 1.53602 -0.85885 -0.251
N 2.47548 0.20438 -0.80518 -0.111
C 3.64067 -0.28845 -1.18999 -0.097
C 4.68375 0.52329 -1.60698 -0.891
C 4.43435 1.88941 -1.59250 -0.348
N 3.27458 2.39541 -1.22359 -0.497
H -0.89219 8.32737 1.01424 0.209
H -2.54126 7.92751 0.76390 0.217
H 0.89158 6.86819 0.42876 0.349
H 1.58073 4.71808 -0.63465 0.464
H -2.48216 3.70353 -1.28023 0.750
H -3.20865 5.81939 -0.17932 0.353
H 3.73625 -1.36873 -1.17374 0.462
H 5.63068 0.12299 -1.92466 0.422
H 5.18294 2.61370 -1.88190 0.480
O -2.49331 -0.43293 -0.05439 -0.860
S -3.17170 0.69025 -0.75986 1.071
C -3.54502 1.89467 0.61653 0.404
C -4.29485 1.25225 1.72089 -1.015
C -5.63986 1.54419 1.92849 -0.173
C -6.35622 0.89753 2.92022 -0.718
C -5.72976 -0.04239 3.72267 -0.709
C -4.38291 -0.31583 3.54550 -0.947
C -3.66932 0.32363 2.54738 0.322
C -4.88846 0.03454 -1.04141 -1.018
C -4.65950 -0.83380 -2.23054 0.130
C -4.40543 -0.23559 -3.46204 -0.184
C -4.01509 -0.99683 -4.54617 -0.755
C -3.87151 -2.36833 -4.41517 -0.428
C -4.12631 -2.97174 -3.19510 -0.712
C -4.51607 -2.21024 -2.10621 -0.158
H -4.09662 2.71644 0.16663 0.916
H -2.55429 2.24033 0.92630 -0.756
H -6.12126 2.28505 1.30614 0.444
H -7.39981 1.13021 3.07427 0.433
H -6.28872 -0.56128 4.48549 0.434
H -3.89147 -1.02947 4.19302 0.473
H -2.61489 0.11087 2.39537 0.912
H -5.51562 0.89622 -1.25568 0.548
H -5.23696 -0.50266 -0.16670 0.505
H -4.50447 0.83558 -3.56842 0.384
H -3.80877 -0.51693 -5.49000 0.413
H -3.57025 -2.95963 -5.26625 0.411
H -4.00885 -4.04006 -3.09102 0.417
H -4.70369 -2.68289 -1.15191 0.394

=====

Record 2
13
Properties=species:S:1:pos:R:3:mulliken_charge:R:1 method="wB97M-V/def2-TZVPD" smiles="c1[nH]cc2c1CN=N2" relative_energy_kcal_mol=90.6 homo_ev=-8.42
C 1.17930 0.93616 -0.11055 -0.764
N 1.79902 -0.26480 0.08898 0.078
C 1.16339 -1.29080 -0.03861 -0.809
C -0.21159 -0.93393 0.00298 0.481
C -0.25505 0.53337 0.10854 0.383
C -1.70485 0.79670 0.08709 -0.324
N -2.39040 -0.43749 -0.18354 -0.237
N -1.59262 -1.49853 0.09439 -0.332
H 1.58801 1.88088 -0.05683 0.383
H 2.70946 -0.41717 -0.22883 0.227
H 1.70054 -2.20010 -0.01442 0.418
H -1.90333 1.28974 0.98774 0.258
H -2.08186 1.60597 -0.73693 0.237

=====

Record 3
69
Properties=species:S:1:pos:R:3:mulliken_charge:R:1 method="wB97M-V/def2-TZVPD" multiplicity=2 relative_energy_kcal_mol=20.5 total_charge=-1 homo_ev="-4.49 / -4.50"
V 0.39362 -0.00838 0.07305 1.266
C -0.19743 1.38574 3.02992 -1.494
N 0.27542 1.86309 1.71188 1.548
C -0.67849 2.84498 1.14832 -1.491
C -1.82007 2.15089 0.42579 -1.110
N -1.43027 1.31195 -0.73598 1.935
C -2.54314 0.38241 -1.01443 -1.509
C -1.06942 2.12527 -1.88447 -0.570
C -2.02126 2.56987 -2.79485 -0.695
C -1.66581 3.36012 -3.87907 -0.849
C -0.33250 3.70596 -4.05580 -0.672
C 0.61681 3.25914 -3.15679 -0.678
C 0.27494 2.46587 -2.05399 0.926
S 1.48975 1.91510 -0.94737 -0.330
C 1.61436 2.39023 1.90240 -0.371
C 1.86149 3.67432 2.36301 -0.515
C 3.16415 4.08643 2.60612 -0.871
C 4.21811 3.20353 2.42056 -0.638
C 3.96855 1.91103 1.98215 -0.820
C 2.66944 1.49862 1.70966 0.983
S 2.34257 -0.13922 1.12515 -0.524
H -0.14697 2.20451 3.75413 0.379
H 0.43411 0.56066 3.35375 0.296
H -1.21683 1.02026 2.94064 0.436
H -0.12446 3.50172 0.48230 0.550
H -1.12754 3.44797 1.94905 0.506
H -2.54300 2.91307 0.10551 0.566
H -2.32169 1.48118 1.12356 0.549
H -3.49180 0.91509 -1.13286 0.459
H -2.62016 -0.31707 -0.18843 0.354
H -2.31160 -0.18185 -1.91613 0.259
H -3.06110 2.30448 -2.67517 0.354
H -2.42496 3.69055 -4.57622 0.398
H -0.03157 4.31326 -4.90108 0.377
H 1.66378 3.50569 -3.29013 0.446
H 1.04183 4.36645 2.51346 0.385
H 3.35307 5.09815 2.94311 0.383
H 5.23531 3.52178 2.61062 0.362
H 4.78312 1.21592 1.82229 0.451
O -3.90625 -3.51262 0.30633 -0.761
C -3.33382 -4.03899 1.40005 0.300
C -4.11484 -4.81030 2.26510 -0.731
C -3.55707 -5.36416 3.40159 -0.252
C -2.21253 -5.16154 3.69933 -0.829
C -1.43788 -4.39910 2.84097 -0.435
C -1.97359 -3.83264 1.68869 0.142
C -1.14170 -3.00340 0.75759 1.135
O -1.70146 -2.46706 -0.24646 -0.983
N 0.13697 -2.92594 1.05681 -1.288
N 0.79276 -2.10408 0.14778 0.449
C 1.60125 -2.71209 -0.62938 -0.448
C 2.17081 -2.12413 -1.81728 0.503
C 3.17442 -2.77285 -2.54106 -0.836
C 3.56859 -2.30796 -3.77841 -0.695
C 2.92227 -1.19464 -4.32303 -0.607
C 1.91381 -0.55377 -3.63650 -0.713
C 1.53744 -1.00048 -2.36114 0.355
O 0.55597 -0.37840 -1.73476 0.126
H -3.14970 -3.00716 -0.14096 0.463
H -5.15936 -4.95597 2.01921 0.414
H -4.17602 -5.95911 4.06355 0.357
H -1.77811 -5.59220 4.59262 0.372
H -0.39034 -4.22031 3.04447 0.471
H 1.75646 -3.77266 -0.43927 0.406
H 3.63354 -3.65722 -2.11336 0.412
H 4.35491 -2.80832 -4.32818 0.372
H 3.21984 -0.82784 -5.29862 0.403
H 1.41036 0.31964 -4.03144 0.437
F -0.93713 -0.37345 1.24210 -0.568